# 1
{"formula": "C30H24O3", "method": "ωB97M-V/def2-TZVPD", "fmax_ha_per_bohr": 0.0458, "total_energy_ha": -1383.24595, "spin_multiplicity": 1, "homo_ev": -7.543, "species": ["C", "C", "O", "C", "C", "C", "C", "C", "C", "C", "C", "C", "O", "O", "H", "H", "H", "H", "H", "H", "H", "H", "H", "H", "H", "C", "C", "C", "C", "C", "C", "C", "C", "C", "C", "C", "C", "C", "C", "C", "C", "C", "C", "C", "H", "H", "H", "H", "H", "H", "H", "H", "H", "H", "H", "H", "H"], "xyz": [[-0.3439, 1.7191, 5.7197], [-0.2939, 0.7021, 4.6101], [-0.2051, 1.3561, 3.3297], [0.0875, 0.4383, 2.3609], [0.1831, 1.0279, 1.0437], [1.4459, 0.9389, 0.4565], [1.8405, 2.0705, -0.4695], [1.8330, 3.4015, -0.0442], [2.3368, 4.4069, -0.8810], [2.7813, 4.0873, -2.1705], [2.7812, 2.7526, -2.6001], [2.3730, 1.7537, -1.7206], [2.2597, 0.0117, 0.6533], [0.1854, -0.7586, 2.6514], [-0.5506, 1.1911, 6.6567], [0.6277, 2.2147, 5.8307], [-1.1261, 2.4683, 5.5632], [0.5864, 0.0612, 4.7530], [-1.2027, 0.0814, 4.6023], [-0.5204, 1.8134, 0.7919], [1.4422, 3.6393, 0.9487], [2.3658, 5.4381, -0.5215], [3.1187, 4.8731, -2.8476], [3.0976, 2.4809, -3.6095], [2.4299, 0.7045, -2.0174], [-0.7773, -0.9684, -0.6280], [-2.1763, -0.7820, -0.2930], [-2.6116, -0.9368, 1.0423], [-3.9689, -0.9803, 1.3544], [-4.9281, -0.8659, 0.3414], [-4.5189, -0.6830, -0.9848], [-3.1634, -0.5972, -1.2954], [-0.1780, -0.5390, -1.8797], [0.9583, -1.3780, -2.1467], [1.6209, -1.3236, -3.3661], [1.1733, -0.4119, -4.3286], [0.0846, 0.4350, -4.0601], [-0.5784, 0.4009, -2.8283], [1.0955, -2.3178, -1.0454], [0.0268, -2.0707, -0.1134], [-0.2240, -3.0128, 0.8771], [0.5845, -4.1510, 0.9612], [1.6520, -4.3558, 0.0724], [1.9064, -3.4357, -0.9501], [-1.8658, -1.0220, 1.8311], [-4.2820, -1.1082, 2.3917], [-5.9915, -0.9355, 0.5761], [-5.2597, -0.6131, -1.7830], [-2.8501, -0.4701, -2.3300], [2.4618, -1.9931, -3.5405], [1.6586, -0.3760, -5.3044], [-0.2519, 1.1312, -4.8286], [-1.3972, 1.0821, -2.5950], [-1.0580, -2.8742, 1.5539], [0.3659, -4.8874, 1.7335], [2.2563, -5.2586, 0.1558], [2.7029, -3.5752, -1.6796]], "nbo_charge": [-0.62, -0.07, -0.51, 0.77, -0.43, 0.44, -0.04, -0.21, -0.22, -0.22, -0.21, -0.21, -0.59, -0.63, 0.21, 0.21, 0.21, 0.20, 0.18, 0.23, 0.22, 0.21, 0.21, 0.21, 0.22, 0.24, -0.15, -0.17, -0.20, -0.19, -0.24, -0.12, -0.04, -0.04, -0.20, -0.18, -0.22, -0.18, 0.10, -0.14, -0.09, -0.23, -0.15, -0.22, 0.24, 0.22, 0.22, 0.22, 0.21, 0.22, 0.22, 0.22, 0.23, 0.23, 0.22, 0.22, 0.21]}



# 2
{"formula": "C30H25Cl2N10O3SSc", "method": "ωB97M-V/def2-TZVPD", "fmax_ha_per_bohr": 0.0076, "total_energy_ha": -4010.51030, "spin_multiplicity": 1, "total_charge": 2, "homo_ev": -12.677, "species": ["Sc", "Cl", "C", "C", "C", "Cl", "C", "O", "C", "C", "O", "C", "H", "H", "H", "C", "N", "C", "N", "C", "N", "C", "C", "C", "C", "C", "C", "C", "N", "N", "C", "O", "C", "C", "C", "C", "C", "C", "N", "C", "N", "C", "N", "C", "H", "H", "H", "H", "H", "H", "H", "H", "H", "H", "H", "H", "H", "H", "H", "H", "S", "C", "N", "C", "C", "N", "H", "H", "H", "H", "H", "H"], "xyz": [[0.8543, -0.7381, 1.5246], [4.2214, -0.5042, 8.1157], [3.2355, -0.6630, 6.7166], [1.9355, -1.1769, 6.8552], [1.0986, -1.3243, 5.7707], [-0.4864, -1.9539, 5.9661], [1.5349, -0.9561, 4.4849], [0.7627, -1.0739, 3.4411], [2.8537, -0.4388, 4.3530], [3.3501, -0.0315, 3.0951], [2.7370, -0.0917, 1.9931], [3.6967, -0.2935, 5.4828], [1.5779, -1.4615, 7.8363], [4.3631, 0.3819, 3.0611], [4.6925, 0.1131, 5.3656], [1.7904, -0.3459, -4.1923], [1.6909, -0.0113, -2.7707], [1.1792, -0.7285, -1.7815], [1.3294, -0.0705, -0.6292], [1.9634, 1.0800, -1.0139], [2.1870, 1.1482, -2.2965], [0.4816, -0.2767, -4.9422], [0.4547, -0.7993, -6.2315], [-0.7098, -0.7572, -6.9809], [-1.8616, -0.2024, -6.4483], [-1.8367, 0.3202, -5.1605], [-0.6644, 0.2885, -4.4084], [-3.0590, 0.8963, -4.6051], [-4.2213, 0.9720, -5.1452], [-5.0470, 1.5943, -4.2127], [-4.3143, 1.8395, -3.1883], [-3.0310, 1.4079, -3.3454], [-4.6819, 2.4719, -1.9252], [-6.0052, 2.8364, -1.6801], [-6.3367, 3.4256, -0.4745], [-5.3634, 3.6483, 0.4942], [-4.0472, 3.2920, 0.2481], [-2.9665, 3.5407, 1.2672], [-2.2506, 2.2983, 1.5897], [-1.1335, 1.8216, 1.0732], [-0.8864, 0.6116, 1.5881], [-1.9411, 0.4204, 2.4485], [-2.7818, 1.4127, 2.4576], [-3.7094, 2.7092, -0.9660], [2.2120, -1.3498, -4.2568], [2.5281, 0.3487, -4.5926], [0.7191, -1.6941, -1.9157], [2.2726, 1.8556, -0.3322], [1.3480, -1.2406, -6.6570], [-0.7215, -1.1627, -7.9827], [-2.7797, -0.1694, -7.0181], [-0.6626, 0.7196, -3.4153], [-6.7574, 2.6524, -2.4347], [-7.3616, 3.7082, -0.2800], [-5.6375, 4.1003, 1.4390], [-3.3640, 3.9135, 2.2081], [-2.2157, 4.2454, 0.9070], [-0.5396, 2.3471, 0.3434], [-2.0588, -0.4554, 3.0663], [-2.6831, 2.4364, -1.1810], [0.8867, -3.2080, 0.8095], [2.5388, -3.4400, 1.2703], [3.5774, -3.3976, 0.4501], [4.8297, -3.7756, 1.1177], [4.3675, -4.0321, 2.5710], [2.9335, -3.7244, 2.5051], [3.4608, -3.2977, -0.5441], [5.5526, -2.9646, 1.0518], [5.2534, -4.6650, 0.6555], [4.8657, -3.3776, 3.2837], [4.5204, -5.0655, 2.8771], [2.2600, -3.9385, 3.2241]], "mulliken_charge": [0.89, -0.16, 0.10, -0.46, 0.13, -0.16, 0.28, -0.19, 0.90, -0.29, -0.46, -1.06, 0.48, 0.45, 0.47, -1.06, 0.80, -0.44, 0.53, -0.87, -0.88, 1.00, -0.98, -0.64, -0.99, -0.19, -0.19, 0.61, -0.45, -0.46, 0.69, -0.26, -0.16, -0.98, -0.71, -0.81, 1.07, -1.11, 0.92, -0.44, 0.07, -0.62, -0.84, -0.04, 0.49, 0.35, 0.59, 0.54, 0.47, 0.42, 0.55, 0.78, 0.55, 0.42, 0.42, 0.42, 0.27, 0.53, 0.50, 0.59, -0.44, 0.36, -0.06, -0.48, -0.45, -0.01, 0.21, 0.30, 0.33, 0.25, 0.35, 0.24]}



# 3
{"formula": "C30H25Cl5N5O5RuS", "method": "ωB97M-V/def2-TZVPD", "fmax_ha_per_bohr": 0.0124, "total_energy_ha": -4602.22208, "spin_multiplicity": 6, "total_charge": -2, "homo_ev": [1.077, -2.793], "species": ["Ru", "N", "C", "C", "O", "N", "C", "C", "O", "O", "H", "H", "H", "H", "H", "H", "Cl", "C", "C", "C", "Cl", "C", "C", "C", "C", "N", "C", "C", "O", "H", "H", "H", "H", "Cl", "C", "C", "C", "C", "C", "C", "N", "C", "C", "N", "C", "O", "C", "C", "C", "Cl", "S", "C", "C", "C", "Cl", "C", "H", "H", "H", "H", "H", "H", "H", "H", "H", "H", "H", "H", "H", "C", "H", "H"], "xyz": [[-1.2696, -1.0379, 1.6156], [-0.8103, -1.5393, 4.1265], [-0.5448, -2.9808, 4.0484], [-1.6279, -3.6574, 3.2026], [-2.1878, -4.6749, 3.6303], [-1.8742, -3.0156, 2.0582], [-3.0751, -3.3580, 1.3245], [-3.8931, -2.0924, 0.9913], [-4.9859, -2.2338, 0.4592], [-3.3559, -0.9571, 1.3054], [-1.6631, -1.3538, 4.6413], [-0.0517, -1.0283, 4.5609], [0.4224, -3.1158, 3.5571], [-0.5194, -3.4788, 5.0203], [-2.8410, -3.8413, 0.3696], [-3.7163, -4.0364, 1.8888], [1.3684, 2.9667, 4.7432], [2.0011, 1.5683, 3.9265], [3.3234, 1.2307, 4.1167], [3.8179, 0.1124, 3.4752], [5.4979, -0.3010, 3.7405], [3.0295, -0.6958, 2.6425], [3.5179, -1.8614, 1.9972], [2.6406, -2.6228, 1.2095], [1.3430, -2.2250, 1.0683], [0.8342, -1.1001, 1.6572], [1.6552, -0.3242, 2.4476], [1.1481, 0.8233, 3.1002], [-0.1359, 1.2303, 3.0759], [3.9591, 1.8326, 4.7490], [4.5462, -2.1603, 2.1302], [2.9873, -3.5182, 0.7105], [0.6416, -2.8007, 0.4789], [-1.5306, 5.5178, 0.7256], [-1.3425, 4.5009, -0.6835], [-0.1029, 3.8078, -0.8970], [0.0144, 3.0101, -2.0200], [-1.0080, 2.8267, -2.9516], [-0.9206, 1.9242, -4.1455], [-1.8001, 0.6584, -4.0009], [-1.5390, -0.2450, -2.8844], [-1.3015, -1.5943, -3.0025], [-1.1118, -2.0615, -1.7393], [-1.2084, -1.0238, -0.8509], [-1.4632, 0.0544, -1.5673], [0.3918, 1.6911, -4.6720], [1.1226, 0.5032, -4.4165], [2.0917, 0.5855, -3.2728], [3.2457, 1.3051, -3.3039], [3.8209, 2.2536, -4.6165], [4.1340, 1.2094, -1.8339], [2.9629, 0.1448, -1.1601], [1.9492, -0.0949, -2.0274], [-2.2301, 3.5753, -2.7038], [-3.5526, 3.5595, -3.8710], [-2.3741, 4.3858, -1.5881], [0.7161, 3.9165, -0.1997], [0.9523, 2.5010, -2.1831], [-1.4223, 2.4405, -4.9728], [-1.7377, 0.0632, -4.9162], [-2.8168, 1.0369, -3.9069], [-1.3230, -2.0972, -3.9537], [-0.9256, -3.0722, -1.4148], [-1.6150, 1.0487, -1.1780], [1.6861, 0.3180, -5.3357], [0.4700, -0.3509, -4.2512], [3.0877, -0.2180, -0.1521], [1.0969, -0.7113, -1.7701], [-3.2961, 4.9318, -1.4326], [-0.9539, 0.9878, 1.9215], [-0.4712, 1.4263, 1.0377], [-1.8769, 1.5314, 2.1219]], "mulliken_charge": [0.50, -0.37, -0.40, 0.45, -0.79, 0.08, -0.67, 0.53, -0.75, -0.65, 0.21, 0.15, 0.08, 0.39, 0.21, 0.42, -0.26, 0.38, -0.69, 0.99, -0.33, 0.01, -1.41, -1.04, -0.64, 1.42, 1.07, -1.17, -0.53, 0.44, 0.37, 0.40, 0.31, -0.33, 0.44, -1.12, 0.63, -1.11, 0.06, -1.12, 0.33, -0.74, -1.14, 1.20, -1.03, -0.40, -0.62, -0.73, 0.66, -0.27, -0.29, 0.00, -0.04, 0.80, -0.34, -0.88, 0.40, 0.23, 0.33, 0.37, 0.53, 0.47, 0.53, 0.57, 0.62, -0.02, 0.62, 0.27, 0.38, -0.50, 0.14, 0.36]}



# 4
{"formula": "C30H25ClCuN2P2S2", "method": "ωB97M-V/def2-TZVPD", "fmax_ha_per_bohr": 0.0081, "total_energy_ha": -4847.60895, "spin_multiplicity": 1, "total_charge": -1, "homo_ev": -4.070, "species": ["Cu", "Cl", "C", "C", "C", "C", "C", "C", "P", "C", "C", "C", "C", "C", "C", "C", "C", "C", "C", "C", "C", "H", "H", "H", "H", "H", "H", "H", "H", "H", "H", "H", "H", "H", "H", "S", "C", "S", "C", "C", "N", "C", "N", "C", "P", "C", "C", "C", "C", "C", "C", "C", "H", "H", "H", "H", "H", "H", "H", "H", "H", "H", "H"], "xyz": [[-0.2742, -0.1902, 0.3003], [2.8449, 0.0847, 1.9367], [3.4807, -1.4407, 1.3791], [4.8507, -1.6367, 1.5131], [5.4070, -2.8472, 1.1439], [4.5913, -3.8593, 0.6517], [3.2318, -3.6427, 0.5206], [2.6415, -2.4260, 0.8723], [0.8373, -2.1445, 0.6543], [0.4287, -3.3284, -0.6647], [0.1084, -4.6649, -0.4528], [-0.1931, -5.4915, -1.5263], [-0.1733, -4.9891, -2.8183], [0.1377, -3.6536, -3.0382], [0.4276, -2.8267, -1.9653], [0.1673, -2.9235, 2.1564], [0.9324, -3.1837, 3.2888], [0.3317, -3.6702, 4.4426], [-1.0359, -3.8986, 4.4717], [-1.8052, -3.6244, 3.3487], [-1.2120, -3.1284, 2.2002], [5.4581, -0.8369, 1.9133], [6.4735, -3.0003, 1.2465], [5.0105, -4.8153, 0.3665], [2.6080, -4.4323, 0.1241], [0.0766, -5.0575, 0.5560], [-0.4534, -6.5279, -1.3505], [-0.4194, -5.6331, -3.6533], [0.1266, -3.2486, -4.0419], [0.6210, -1.7720, -2.1259], [2.0023, -3.0132, 3.2836], [0.9374, -3.8664, 5.3187], [-1.5046, -4.2732, 5.3732], [-2.8777, -3.7680, 3.3733], [-1.8235, -2.8635, 1.3433], [-2.0147, 0.3012, 1.8486], [-2.9776, 0.0599, 0.4319], [-2.2624, -0.8945, -0.8372], [-4.2370, 0.6305, 0.2857], [-4.8038, 1.4607, 1.2893], [-5.2983, 2.1430, 2.0793], [-4.9861, 0.4944, -0.9127], [-5.6214, 0.4190, -1.8745], [1.3013, 3.0919, -0.1722], [0.1551, 1.7874, -0.7525], [0.6782, 1.6278, -2.4994], [-1.4267, 2.6781, -0.8829], [-2.2656, 2.4950, -1.9795], [-3.5421, 3.0371, -1.9913], [-3.9978, 3.7631, -0.9020], [-3.1736, 3.9471, 0.1988], [-1.9000, 3.4025, 0.2095], [1.0515, 3.3834, 0.8474], [1.2577, 3.9728, -0.8153], [2.3161, 2.6908, -0.1673], [0.5649, 2.5588, -3.0578], [0.0905, 0.8436, -2.9767], [1.7260, 1.3211, -2.5130], [-1.9499, 1.8856, -2.8155], [-4.1974, 2.8454, -2.8307], [-5.0092, 4.1491, -0.8912], [-3.5423, 4.4689, 1.0721], [-1.2950, 3.4995, 1.1027]], "nbo_charge": [0.66, 0.02, -0.01, -0.24, -0.20, -0.24, -0.12, -0.39, 0.83, -0.33, -0.23, -0.16, -0.23, -0.20, -0.19, -0.38, -0.16, -0.23, -0.21, -0.21, -0.18, 0.23, 0.21, 0.21, 0.22, 0.22, 0.20, 0.21, 0.21, 0.23, 0.20, 0.20, 0.21, 0.22, 0.25, -0.38, -0.19, -0.43, -0.55, 0.35, -0.42, 0.35, -0.42, -0.94, 0.82, -0.95, -0.27, -0.23, -0.21, -0.21, -0.20, -0.23, 0.24, 0.22, 0.23, 0.22, 0.24, 0.23, 0.21, 0.22, 0.21, 0.22, 0.21]}